C32H33F3N6O3 in the gas phase. Source: the Open Molecules 2025 dataset; level of theory: the ωB97M-V functional and the def2-TZVPD basis.

Results
total energy: -2093.1280 Ha
SMILES string: CCN1CCN(Cc2ccc(NC(=O)c3ccc(C)c(NC(=O)C4=NN(c5ccccc5)C(=O)C4)c3)cc2C(F)(F)F)CC1

The geometry in XYZ format:
```
77
Properties=species:S:1:pos:R:3:forces:R:3
C -2.31049 2.92763 5.30540 -0.0306 0.2711 -0.2277
H -1.26122 2.65005 5.23865 0.0929 -0.0950 0.0347
H -2.91188 2.13484 4.86672 -0.0276 -0.1311 0.0043
H -2.57535 3.01597 6.35575 -0.0150 -0.0429 0.1233
C -2.56826 4.26423 4.59910 -0.0172 -0.1082 0.1850
N -2.24939 4.32614 3.18793 0.0229 0.0131 -0.1162
C -3.04334 3.45254 2.34682 -0.0156 0.1389 -0.2478
C -2.81327 3.84723 0.88299 -0.2029 -0.1184 0.1497
N -1.42062 3.77812 0.48375 -0.0708 -0.0807 -0.0961
C -0.61509 4.56066 1.40615 0.1611 0.0395 0.2355
C -0.83934 4.18724 2.87708 0.0493 0.1046 -0.2420
H -0.27270 4.87153 3.51232 0.0528 -0.0316 0.0098
H -0.46451 3.16532 3.05927 0.0072 0.0405 0.0487
H 0.43830 4.43969 1.14497 0.0058 0.0646 0.0027
H -0.89494 5.60834 1.26575 0.0905 0.0244 0.0699
C -0.92216 2.42672 0.28517 -0.1356 0.0220 0.1288
C 0.34844 2.45867 -0.52176 0.2673 -0.0303 -0.0381
C 0.42468 3.33389 -1.60021 -0.0117 -0.1341 0.1858
C 1.52026 3.35423 -2.43386 0.2342 -0.2353 -0.0182
C 2.60066 2.50342 -2.20204 -0.4857 0.0087 0.5279
C 2.58301 1.69362 -1.07249 -0.0691 0.2051 0.1019
C 1.45131 1.64525 -0.26892 0.0360 0.1158 -0.1078
C 1.42956 0.65219 0.85515 0.0988 -0.2373 0.3998
F 1.36586 1.22134 2.07557 -0.0279 0.2703 0.0436
F 2.50666 -0.14682 0.88281 0.2631 0.0264 -0.1983
F 0.37132 -0.18840 0.79363 -0.2927 -0.0448 -0.1962
H 3.43584 1.07935 -0.83422 0.0020 -0.0136 0.0264
N 3.66325 2.49285 -3.10610 0.1695 0.5152 -0.3478
C 4.44193 1.46058 -3.56610 -0.0219 0.1308 -0.0665
O 5.34455 1.69401 -4.34257 0.1674 -0.1139 -0.0481
C 4.13289 0.09044 -3.07456 0.1280 -0.5772 -0.0609
C 2.82712 -0.37397 -2.96685 0.0779 -0.0539 -0.1646
C 2.57426 -1.61479 -2.39726 0.4544 0.3244 -0.1512
C 3.63647 -2.45454 -2.02369 -0.0662 0.0891 -0.0364
C 4.93220 -2.00404 -2.22049 -0.1009 0.0460 -0.0043
C 5.18874 -0.74107 -2.72349 -0.0807 0.2802 -0.0598
H 6.20081 -0.38567 -2.83835 0.1003 0.0337 -0.0319
H 5.75832 -2.64514 -1.95052 0.0621 -0.0835 0.0455
C 3.38128 -3.79960 -1.41110 0.0247 0.1104 -0.0360
H 2.79899 -4.43285 -2.08141 -0.0626 -0.1210 0.0040
H 2.84077 -3.69777 -0.46962 -0.0739 -0.0739 0.0891
H 4.32294 -4.30172 -1.20645 0.0027 -0.0630 0.0183
N 1.26754 -2.03130 -2.13684 -0.0470 -0.4099 0.0426
C 0.15139 -1.26374 -2.01595 0.4553 -0.0681 -0.1915
O 0.04147 -0.09148 -2.32387 -0.2207 -0.2149 0.0501
C -0.97027 -2.01947 -1.42323 -0.8103 -0.4224 0.4333
N -0.89162 -3.26216 -1.09955 0.7928 0.7746 -0.5174
N -2.05782 -3.66736 -0.54494 -0.4765 0.2021 0.0863
C -2.99345 -2.63824 -0.47569 -0.1771 0.1826 0.0107
O -4.10987 -2.71270 -0.03222 -0.0368 0.0572 0.0038
C -2.29269 -1.43289 -1.06842 0.2082 0.0078 -0.0912
H -2.82823 -1.02459 -1.92593 -0.0472 -0.0310 0.0213
H -2.19364 -0.63345 -0.33203 -0.0476 -0.0020 0.0339
C -2.18064 -4.99629 -0.10723 0.0633 -0.5523 0.1490
C -3.38905 -5.49286 0.37087 -0.1357 0.1934 -0.0227
C -3.46507 -6.80757 0.79405 0.1380 -0.0928 -0.0114
C -2.35443 -7.63244 0.74411 -0.0402 -0.1121 0.0471
C -1.15343 -7.13506 0.26570 -0.0654 -0.0088 0.0192
C -1.06135 -5.82393 -0.15845 0.0410 0.0991 -0.0285
H -0.12930 -5.42975 -0.52993 0.0438 -0.0325 -0.0031
H -0.28144 -7.77052 0.22390 0.0743 -0.0381 -0.0093
H -2.42316 -8.65699 1.07665 -0.0071 -0.0891 0.0280
H -4.40463 -7.18783 1.16547 -0.0829 -0.0168 0.0265
H -4.25689 -4.85711 0.41457 -0.0063 0.0242 -0.0059
H 1.15850 -2.97922 -1.79996 -0.0528 0.1250 -0.0233
H 1.99796 0.23149 -3.29062 -0.0185 0.0308 0.0501
H 3.82598 3.36101 -3.60375 0.0892 -0.2093 0.0442
H 1.53653 4.01244 -3.29019 -0.0044 0.0559 -0.1272
H -0.41517 3.98533 -1.78015 -0.0709 0.0988 -0.0364
H -1.66902 1.88310 -0.30421 -0.0305 -0.0338 0.1038
H -0.77953 1.88230 1.22735 -0.0529 -0.0019 -0.1541
H -3.40742 3.21316 0.22132 -0.0106 0.0140 -0.0202
H -3.13109 4.88551 0.75175 -0.1058 -0.0405 0.0318
H -4.09757 3.58639 2.59960 -0.0210 -0.0629 -0.0017
H -2.78847 2.38652 2.48456 -0.0602 0.0160 0.0331
H -1.98466 5.04761 5.09215 -0.1001 0.0122 0.0237
H -3.62731 4.52239 4.69823 0.0604 0.0603 0.0665
```
Positions in Å, forces in eV/Å.

***

C32H33F3N6O3PtS2Si as an isolated structure. Source: the Open Molecules 2025 dataset; level of theory: the ωB97M-V functional and the def2-TZVPD basis.

Results
net charge: -2
total energy: -3298.3999 Ha
energy relative to the best compared isomer or geometry (same formula, charge and spin): 50.5 kcal per mole

The geometry in XYZ format:
```
81
Properties=species:S:1:pos:R:3:forces:R:3
Pt 0.06227 -0.14517 -0.70304 1.9715 1.0492 -0.9325
N 4.79417 5.88778 -0.89244 -0.0433 0.0289 0.1026
C 4.65237 4.48430 -0.83157 0.0265 0.0686 -0.0701
C 5.18704 3.77079 0.23642 0.0058 -0.0669 0.0364
C 4.98539 2.40163 0.33064 -0.0548 0.0584 -0.1178
C 4.25912 1.73436 -0.64850 0.1133 0.3576 0.1263
C 3.73219 2.44416 -1.71898 0.1041 -0.0944 0.0189
C 3.93118 3.80943 -1.80853 -0.0223 0.0003 -0.0336
S 3.94493 0.00550 -0.47453 -0.0696 -0.0781 -0.4322
O 3.93715 -0.55907 -1.79964 0.1952 0.0414 -0.0633
O 4.92460 -0.46673 0.47453 0.0979 -0.2538 0.0035
N 2.44647 -0.12681 0.06598 -0.8283 0.1994 0.5724
C 2.15411 0.23749 1.35415 0.1162 0.0604 -0.8167
N 0.87124 -0.01041 1.65904 -0.4391 -0.0910 0.9686
C 0.42964 0.28395 2.85854 0.1760 0.0970 0.0344
C 1.25388 0.85611 3.82298 -0.0182 -0.0009 -0.0290
C 2.54245 1.13441 3.39709 0.0339 0.0557 0.0052
N 3.00934 0.85514 2.18752 0.0746 -0.1071 0.2020
H 5.65833 6.22924 -0.49994 -0.0212 -0.0157 -0.0571
H 4.61793 6.27587 -1.80612 0.0654 -0.0457 -0.0068
H 5.73978 4.29371 1.01024 0.0032 0.0145 0.0091
H 5.36921 1.83665 1.16589 0.0161 -0.0331 0.0305
H 3.15220 1.93024 -2.46895 -0.0031 -0.0227 0.0025
H 3.48200 4.36204 -2.62578 -0.0186 0.0117 -0.0067
H -0.62170 0.07199 3.04422 0.0205 0.0102 0.0499
H 0.90461 1.09802 4.81684 0.0222 0.0328 0.0016
H 3.23856 1.63679 4.06608 0.0302 -0.0138 -0.0062
C 1.31428 6.34824 0.62628 -0.0255 0.0272 0.0096
C 0.26961 5.37342 0.15493 0.1402 0.0056 -0.0344
C -1.07656 5.53277 0.46462 -0.0008 0.0778 0.0484
C -1.91924 4.54471 -0.00533 -0.1509 -0.0753 0.0035
N -1.50956 3.50391 -0.70950 -0.0849 -0.0390 -0.0617
C -0.19186 3.41433 -0.96614 0.4680 -0.2982 0.0454
S 0.43319 2.04396 -1.86649 -0.5576 0.4882 0.4465
N 0.70635 4.33975 -0.54573 -0.0710 0.0067 -0.1231
H 0.93128 7.37098 0.64105 -0.0140 0.0022 0.0021
H 2.19430 6.28725 -0.01055 0.0172 -0.0038 -0.0001
H 1.62597 6.09351 1.64193 0.0069 -0.0165 0.0150
H -1.44242 6.37676 1.03486 0.0042 -0.0010 0.0188
H -2.98913 4.58842 0.19428 -0.0012 0.0016 -0.0085
C -6.04531 0.04944 -0.64180 -0.0337 -0.0980 0.0455
C -4.61887 0.57680 -0.51089 0.0623 0.2089 0.0530
C -4.38037 1.63858 -1.58969 -0.0510 -0.0028 -0.0969
C -4.45000 1.21818 0.87190 -0.0122 0.0481 0.0081
Si -3.23746 -0.71672 -0.69441 0.1393 0.0483 0.1917
O -1.85391 0.02639 -0.37164 -1.5206 -0.1883 -0.3061
C -3.36590 -1.44525 -2.42569 0.0878 -0.0647 -0.2047
C -2.31121 -1.21974 -3.31723 -0.1050 0.0913 -0.1433
C -2.33062 -1.75254 -4.60131 0.0135 0.0598 0.0826
C -3.40726 -2.51664 -5.02831 -0.0459 -0.0090 0.0414
C -4.47052 -2.74277 -4.16336 0.0493 0.0136 -0.0248
C -4.44360 -2.21106 -2.88024 0.0770 -0.0051 -0.0001
C -3.55177 -2.06593 0.60648 0.0337 -0.1179 0.1215
C -4.65733 -2.91818 0.68332 0.0361 0.0318 -0.0227
C -4.77632 -3.87577 1.68426 0.0360 0.0252 0.0151
C -3.77822 -4.00777 2.63976 -0.0184 -0.0081 -0.0005
C -2.66748 -3.17697 2.58503 0.0001 0.0446 -0.0482
C -2.56142 -2.21970 1.58467 -0.0904 -0.0110 0.0312
H -6.75604 0.87861 -0.52361 -0.0072 0.0218 0.0012
H -6.28436 -0.69388 0.12481 0.0214 0.0155 -0.0139
H -6.22882 -0.39458 -1.62310 0.0113 -0.0109 -0.0201
H -5.10008 2.46250 -1.46952 0.0482 0.0157 -0.0060
H -4.51492 1.22375 -2.59347 -0.0769 -0.0364 0.0093
H -3.36841 2.03985 -1.54333 0.0655 0.0950 0.1084
H -5.17706 2.03203 1.00270 -0.0077 0.0142 0.0049
H -3.44633 1.62835 0.98866 0.0402 0.0335 -0.0396
H -4.60976 0.49377 1.67650 -0.0298 -0.0286 -0.0133
H -1.46450 -0.61262 -3.00304 -0.0420 -0.0981 0.0347
H -1.49149 -1.57266 -5.26204 0.0058 0.0024 -0.0262
H -3.41846 -2.93669 -6.02759 0.0010 -0.0086 -0.0146
H -5.31619 -3.34135 -4.48358 -0.0114 -0.0026 -0.0102
H -5.28178 -2.41539 -2.22448 -0.0088 -0.0067 0.0366
H -5.44770 -2.85248 -0.05590 -0.0039 0.0153 -0.0132
H -5.64571 -4.52321 1.71390 -0.0092 -0.0116 -0.0075
H -3.86033 -4.76081 3.41549 -0.0064 -0.0050 0.0057
H -1.86853 -3.28499 3.30899 0.0015 0.0046 0.0246
H -1.68334 -1.58615 1.53560 0.0427 -0.0038 -0.0245
F -1.13395 -2.68600 -0.96992 0.1032 -0.2862 -0.0736
C 0.08926 -2.06631 -0.82571 0.0198 -0.8010 0.3402
F 0.69583 -2.76832 0.18355 -0.0600 -0.1392 0.0735
F 0.79496 -2.42786 -1.94437 -0.0401 -0.2846 -0.0726
```
Positions in Å, forces in eV/Å.

***

Calculated values (eV) of frontier orbital gap for the records, taken in order: 7.79 5.92.
Calculated values (eV Å⁻¹) of F_max for the records, taken in order: 1.22 2.42.